Formula: C2H3Cl2N
Source: the Open Molecules 2025 dataset
Level of theory: the ωB97M-V functional and the def2-TZVPD basis

Cartesian coordinates (Å):
H  -0.354181  -2.332893  -0.994932
N  -0.064656  -1.667970  -0.294755
C  -0.209321  -0.425976  -0.440160
C  0.171719  0.665161  0.696549
Cl  1.601526  1.623646  0.126817
Cl  -1.176149  1.721639  0.712787
H  -0.450433  0.265438  -1.327077
H  0.481495  0.150955  1.520772

Cartesian forces (eV/Å) of the 3 atoms listed first:
H -0.046 0.421 -0.689
N -0.212 1.243 1.252
C 1.129 1.837 -0.481

Calculated values
LUMO	0.81	eV
energy above the lowest of the compared OMol25 structures with the same formula, charge and spin	12.3	kcal/mol
maximum force	4.4	eV/A
2S+1	1
orbital gap	11.0	eV
charge	0